# 1
21
Properties=species:S:1:pos:R:3:lowdin_charge:R:1 method="wB97M-V/def2-TZVPD" homo_energy_ev=-20.08 fmax_ev_per_a=8.5 energy_ev=-11318.3422 orbital_gap_ha=0.3556 lumo_ev=-10.408 total_charge=+2 smiles=Cc1[n+](C)nn(C)[n+]1C de_lowest_kcal_mol=89.2
C -1.48 -1.44 -0.48 0.084
C -0.65 -0.30 -0.14 -0.158
N -1.16 0.95 0.10 -0.057
C -2.48 1.40 0.15 0.069
N -0.22 1.85 0.11 0.336
N 1.06 1.05 -0.08 0.002
C 2.24 1.76 0.11 0.048
N 0.67 -0.27 -0.05 0.042
C 1.68 -1.27 0.12 0.088
H -2.24 -1.64 0.28 0.139
H -2.07 -1.07 -1.29 0.119
H -0.87 -2.33 -0.70 0.125
H -2.95 1.02 1.01 0.121
H -2.34 2.49 0.14 0.146
H -3.13 1.07 -0.59 0.115
H 2.91 1.39 0.99 0.177
H 2.74 1.76 -0.81 0.115
H 1.78 2.65 0.41 0.096
H 2.54 -0.93 0.56 0.082
H 1.21 -2.07 0.73 0.144
H 1.81 -1.85 -0.86 0.168


# 2
29
Properties=species:S:1:pos:R:3:lowdin_charge:R:1 method="wB97M-V/def2-TZVPD" homo_energy_ev="-4.25 / -4.25" fmax_ev_per_a=2.2 energy_ev=-304413.2463 orbital_gap_ha="0.2019 / 0.2019" lumo_ev="1.245 / 1.245" total_charge=-1 de_lowest_kcal_mol=86.5
Pd -1.09 1.13 0.12 -0.102
C 2.02 -0.56 3.92 -0.012
C 1.62 0.66 3.19 -0.371
N 2.39 1.63 2.92 0.133
N 1.52 2.50 2.21 0.010
C 0.27 2.09 2.02 -0.822
S -1.09 3.04 1.59 0.544
N 0.34 0.87 2.67 -0.124
N -0.64 -0.07 2.52 0.102
H 3.02 -0.41 4.34 0.085
H 2.05 -1.43 3.26 0.082
H 1.32 -0.77 4.73 0.083
H 1.87 3.37 1.88 0.134
H -0.26 -0.95 2.33 0.069
H -1.26 -0.10 3.29 0.091
Se -1.46 2.79 -6.28 -0.236
Sb -1.80 0.67 -5.14 -0.155
Se -2.71 0.15 -1.58 0.201
Se 0.17 -0.71 -5.39 -0.188
Se -3.71 -0.56 -6.04 -0.259
C -1.07 -2.55 -2.14 -0.377
S -1.05 -1.19 -0.96 0.372
C 0.47 -0.40 -1.53 -0.380
H -0.37 -3.34 -1.77 0.057
H -0.76 -2.17 -3.14 -0.023
H -2.11 -2.93 -2.15 0.048
H 0.36 -0.12 -2.57 -0.033
H 1.32 -1.12 -1.41 0.069
H 0.64 0.50 -0.92 0.003